{
  "formula": "C4H8O2",
  "method": "the ωB97M-V functional and the def2-TZVPD basis",
  "homo_lumo_gap_ha": 0.3896,
  "de_lowest_ev": 2.652,
  "energy_ev": -8370.630,
  "smiles": "C[C@@H](O)CC=O",
  "lumo_energy_ha": 0.0261,
  "elements": ["O", "H", "C", "H", "C", "C", "H", "H", "H", "H", "C", "O", "H", "H"],
  "xyz": [[-0.9719, 1.3124, -1.0366], [-0.0672, 0.5080, 1.4819], [-0.3087, 0.2937, -0.4787], [1.2228, 1.6295, 0.7188], [-1.3441, -0.7356, -0.4291], [0.6737, 0.5467, 0.7101], [0.4953, -0.0230, -1.2476], [2.6068, -0.3487, 0.3604], [-0.5795, 2.1495, -1.1153], [-1.1475, -1.4413, 0.4130], [1.6300, -0.5549, 0.8796], [1.5230, -1.6293, 1.3604], [-1.2968, -1.3380, -1.2811], [-2.4359, -0.3691, -0.3359]],
  "atomic_forces_ev_per_a": [[-2.690, 1.941, -0.537], [0.039, 0.386, 1.508], [4.856, -0.780, -2.562], [-1.365, -2.721, -0.352], [-2.029, -1.955, 3.114], [-1.853, 2.651, 0.961], [-1.126, -0.181, 0.378], [-0.161, 0.185, 0.164], [1.406, 1.458, 0.006], [-0.285, 0.365, -0.417], [2.414, 0.969, -2.001], [-1.142, -1.333, 1.195], [-0.068, -0.815, -1.486], [2.005, -0.168, 0.031]],
  "nbo_charge": [-0.71, 0.23, 0.14, 0.23, -0.63, -0.55, 0.11, 0.08, 0.48, 0.22, 0.45, -0.50, 0.22, 0.23]
}

***

{
  "formula": "C9H32N16O11Zn",
  "method": "the ωB97M-V functional and the def2-TZVPD basis",
  "homo_lumo_gap_ha": 0.2918,
  "de_lowest_ev": 0.000,
  "energy_ev": -104644.897,
  "lumo_energy_ha": -0.0653,
  "elements": ["O", "N", "O", "H", "O", "H", "H", "H", "C", "O", "O", "H", "H", "H", "C", "O", "H", "H", "N", "H", "H", "H", "H", "C", "H", "N", "H", "H", "H", "C", "N", "N", "H", "O", "H", "C", "H", "N", "N", "H", "H", "N", "H", "H", "N", "H", "O", "N", "N", "N", "H", "N", "C", "N", "H", "Zn", "C", "O", "H", "N", "O", "C", "H", "O", "N", "H", "H", "H", "C"],
  "xyz": [[-1.2579, 2.6478, 1.2634], [-2.8190, -1.1848, 0.1762], [-0.5104, 0.5070, 6.0821], [-1.4519, -0.8522, -3.8031], [4.7815, -0.0618, -3.1642], [3.5987, -1.0882, 1.1926], [1.1966, 6.2263, 0.6293], [0.3501, -0.6901, 3.3354], [-3.0837, -1.9356, 1.2902], [0.0695, 0.0455, 1.3888], [0.9845, 1.0520, -0.2878], [-2.5707, -0.1234, 4.8699], [1.7018, -4.0939, -2.6931], [4.3393, 1.2680, -1.0477], [-0.2965, -3.8849, -2.7159], [1.3079, 3.6261, 0.7912], [-2.1168, -2.9314, 2.7549], [1.2157, -4.3153, 1.8510], [3.6389, 0.6057, -1.3255], [-0.0886, 1.5871, -1.7997], [2.0625, 2.7974, -1.3643], [-1.2322, -2.6925, -1.2659], [-1.0338, 2.9256, -2.3923], [-2.4461, 2.3574, 1.0354], [2.7126, 0.7322, -0.9352], [-2.8727, 1.7638, -0.0939], [-1.8903, -1.0099, -0.1748], [-3.0851, 3.3722, 2.6415], [-3.8619, 1.5956, -0.1470], [-0.5422, -0.0341, 4.9912], [1.9429, 3.7990, -1.3461], [2.8138, -1.6786, 0.9967], [2.5593, -1.0626, -3.8427], [3.2914, -3.1658, 2.6703], [1.4853, 6.1909, -1.0681], [1.4861, 4.3497, -0.1951], [-2.3011, 1.7005, -0.9245], [-0.7086, 1.9841, -2.4942], [1.3923, 5.6961, -0.1998], [-4.3281, 2.4240, 1.8400], [1.4376, -0.5218, 4.7615], [-0.9641, -0.1547, -3.2706], [1.0718, -3.1305, -1.3591], [1.8192, -0.6861, -2.3011], [2.5543, -0.5541, -2.9787], [2.1265, 4.3211, -2.1838], [-4.2228, -2.1250, 1.6795], [0.5444, -0.5102, 4.3079], [-3.4197, 2.8546, 1.8491], [-1.9584, -2.4028, 1.9160], [-1.8165, -0.5167, 3.3722], [-1.3439, -3.2777, -2.0740], [2.5843, -2.7939, 1.7589], [1.4301, -3.4537, 1.3810], [2.0687, -1.4082, 0.3832], [0.5991, 1.9483, 1.6197], [3.7365, -0.0196, -2.5477], [-0.4774, -4.5976, -3.6900], [-3.5840, -0.8317, -0.3635], [0.9399, -3.6901, -2.1821], [0.0590, -0.9546, -0.6483], [0.3254, 0.0072, 0.1111], [-0.6140, -0.4446, -2.3648], [-1.7891, 1.6005, -4.4653], [-1.7377, -0.1669, 4.3125], [-2.1491, -3.0705, -2.6368], [0.6632, -3.0339, 0.8850], [-1.0695, -1.9950, 1.6786], [-1.2469, 1.1588, -3.4696]],
  "atomic_forces_ev_per_a": [[0.353, 0.022, 0.162], [0.119, -0.019, -0.220], [0.317, -0.411, 0.094], [0.059, 0.169, -0.308], [0.015, -0.005, -0.327], [-0.002, 0.041, -0.085], [-0.137, -0.204, 0.095], [0.916, -0.417, -0.075], [-0.231, 0.453, -0.398], [-0.592, -0.514, 0.778], [-0.166, 0.199, -0.260], [0.005, 0.172, -0.005], [0.155, -0.053, 0.243], [0.297, -0.195, -0.236], [-0.128, -0.552, -0.347], [-0.188, 0.410, 1.592], [0.276, 0.033, 0.073], [0.111, 0.070, 0.159], [-0.620, 0.088, 0.532], [0.052, 0.261, 0.126], [-0.135, -0.023, -0.114], [0.311, 0.066, -0.074], [0.132, 0.143, -0.388], [-0.547, 1.067, -0.483], [0.131, 0.071, 0.017], [-0.150, 0.048, 0.677], [0.084, -0.135, 0.153], [-0.232, -0.255, 0.312], [0.046, 0.015, -0.428], [-0.453, 0.439, 0.232], [-0.369, -0.061, 0.326], [-0.245, -0.442, 0.238], [-0.052, -0.172, 0.070], [0.236, -0.145, -0.091], [0.058, 0.079, 0.070], [1.317, -0.307, -1.325], [0.297, -0.173, 0.060], [-0.320, -0.517, 0.510], [-0.347, -0.081, 0.180], [-0.096, 0.263, 0.255], [0.145, -0.015, -0.258], [-0.087, -0.352, 0.581], [0.265, 0.010, -0.138], [-0.197, -0.151, -0.351], [0.116, 0.212, 0.356], [-0.009, 0.012, 0.035], [0.132, -0.206, 0.174], [-0.970, 0.452, -0.098], [0.504, -0.612, -0.237], [-0.353, -0.045, -0.158], [0.090, -0.294, 0.133], [-0.340, 0.341, 0.249], [-0.489, 0.394, 0.004], [-0.141, -0.475, 0.153], [0.394, 0.277, -0.302], [-0.660, -0.118, -1.811], [0.422, 0.192, -0.063], [0.090, 0.342, -0.158], [-0.220, -0.199, 0.134], [-0.258, 0.142, 0.098], [-0.226, -0.050, 0.660], [1.182, 0.437, 0.009], [-0.003, -0.147, -0.134], [-0.582, -0.018, 0.298], [0.024, 0.201, -0.157], [-0.111, -0.409, -0.001], [0.238, 0.207, -0.145], [0.112, -0.102, 0.237], [0.652, 0.547, -0.903]],
  "nbo_charge": [-0.84, -0.87, -0.66, 0.41, -0.65, 0.41, 0.42, 0.41, 0.77, -0.95, -0.95, 0.41, 0.41, 0.40, 0.77, -0.83, 0.42, 0.41, -0.89, 0.42, 0.44, 0.39, 0.40, 0.82, 0.40, -0.81, 0.41, 0.42, 0.40, 0.77, -0.81, -0.85, 0.41, -0.64, 0.40, 0.82, 0.44, -0.91, -0.81, 0.40, 0.42, -0.86, 0.39, 0.40, -0.85, 0.41, -0.66, -0.87, -0.81, -0.87, 0.40, -0.86, 0.78, -0.87, 0.38, 1.77, 0.77, -0.66, 0.39, -0.85, -0.83, 0.96, 0.41, -0.65, -0.88, 0.40, 0.39, 0.40, 0.76]
}

***

{
  "formula": "C2HFN2O",
  "method": "the ωB97M-V functional and the def2-TZVPD basis",
  "homo_lumo_gap_ha": 0.4253,
  "de_lowest_ev": 0.401,
  "energy_ev": -9833.579,
  "lumo_energy_ha": 0.0277,
  "elements": ["N", "N", "O", "C", "C", "F", "H"],
  "xyz": [[0.3525, -1.1738, -0.5142], [-0.9217, -0.9405, 0.0065], [0.2082, 0.9977, 0.1183], [0.9308, -0.0694, -0.3281], [-0.9388, 0.3088, 0.3566], [2.1851, 0.1556, -0.6618], [-1.8162, 0.7217, 1.0226]],
  "atomic_forces_ev_per_a": [[-0.346, -0.007, 0.560], [-0.285, 1.199, 0.304], [0.389, -1.798, 0.269], [2.024, 1.005, -1.410], [-3.304, -0.432, 1.831], [-0.635, 0.389, 0.310], [2.157, -0.357, -1.864]],
  "nbo_charge": [-0.33, -0.28, -0.41, 0.79, 0.28, -0.27, 0.22]
}

***

{
  "formula": "C5H8O",
  "method": "the ωB97M-V functional and the def2-TZVPD basis",
  "homo_lumo_gap_ha": 0.3559,
  "de_lowest_ev": 4.688,
  "energy_ev": -7357.568,
  "smiles": "C=C=CO.C=C",
  "lumo_energy_ha": 0.0339,
  "elements": ["H", "H", "H", "C", "C", "C", "C", "H", "H", "C", "H", "H", "O", "H"],
  "xyz": [[-1.2433, 0.1208, -1.9498], [0.4566, -0.3449, 2.0248], [0.2400, 0.9920, -1.0796], [0.7121, -0.6092, 1.0013], [1.4582, 1.0547, -0.7030], [-1.1409, -0.2330, 0.1710], [-1.1553, 0.5842, -0.9681], [-1.2750, -1.3053, 0.0534], [1.2371, -2.1765, 0.0420], [1.5109, 0.2534, 0.2789], [-1.5716, 0.1715, 1.0847], [-1.5891, 1.5804, -0.8965], [0.8758, -1.9759, 0.9166], [2.1054, 1.7475, -1.2197]],
  "atomic_forces_ev_per_a": [[0.053, 0.067, 0.156], [0.004, 0.017, -0.165], [0.079, 0.010, 0.018], [0.168, 0.248, 0.141], [0.106, -0.160, 0.245], [-0.161, 0.100, -0.131], [-0.203, -0.136, 0.117], [0.048, 0.168, 0.003], [-0.031, -0.028, 0.148], [-0.266, 0.098, -0.242], [0.106, -0.053, -0.135], [0.112, -0.151, 0.001], [0.075, -0.069, -0.242], [-0.090, -0.111, 0.087]],
  "nbo_charge": [0.22, 0.21, 0.22, 0.08, -0.39, -0.41, -0.55, 0.22, 0.48, -0.05, 0.21, 0.22, -0.68, 0.24]
}

***

{
  "formula": "C4H10O2",
  "method": "the ωB97M-V functional and the def2-TZVPD basis",
  "homo_lumo_gap_ha": 0.3814,
  "de_lowest_ev": 1.116,
  "energy_ev": -8404.431,
  "smiles": "CC(C)C=O.O",
  "lumo_energy_ha": 0.0263,
  "elements": ["H", "O", "H", "O", "C", "H", "H", "C", "H", "H", "H", "C", "H", "H", "C", "H"],
  "xyz": [[-0.2681, -0.8124, -1.0302], [0.5484, -3.8194, 0.7481], [1.2045, 1.6364, 0.1713], [-0.3954, 1.9300, -2.3414], [0.2704, 1.1496, -0.1241], [1.2696, -0.1398, -1.4500], [0.5848, -4.4508, 0.0100], [0.5850, -0.2718, -0.6105], [-0.4197, -3.8438, 0.8159], [-1.6538, 0.6541, 0.9648], [0.9714, -0.9137, 0.1818], [-0.3045, 2.0783, -1.1608], [-0.7640, 2.0594, 1.5173], [-0.2011, 0.6551, 1.9433], [-0.6854, 1.1001, 1.0620], [-0.7421, 2.9888, -0.6976]],
  "atomic_forces_ev_per_a": [[-0.243, 0.378, 0.130], [-1.017, -0.730, -0.766], [0.021, 0.004, 0.276], [0.257, -0.448, -0.647], [-0.692, -1.302, -0.020], [0.315, -0.530, 0.142], [0.852, 0.195, 0.131], [0.057, 0.513, -0.793], [0.165, 0.557, 0.637], [-0.440, -0.253, -0.592], [0.310, 0.248, -0.095], [-0.568, 0.316, 0.633], [-0.738, 1.350, -0.160], [0.068, -0.789, -0.509], [1.519, 0.321, 1.614], [0.135, 0.171, 0.020]],
  "nbo_charge": [0.21, -0.92, 0.23, -0.52, -0.34, 0.22, 0.46, -0.61, 0.46, 0.22, 0.23, 0.46, 0.21, 0.22, -0.62, 0.09]
}

***

{
  "formula": "C6H16N2O",
  "method": "the ωB97M-V functional and the def2-TZVPD basis",
  "homo_lumo_gap_ha": 0.3521,
  "de_lowest_ev": 2.202,
  "energy_ev": -11507.853,
  "smiles": "CC[C@@H](C)N.CC(N)=O",
  "lumo_energy_ha": 0.0247,
  "elements": ["H", "H", "H", "H", "N", "H", "H", "C", "H", "H", "H", "H", "C", "H", "H", "H", "H", "C", "H", "H", "C", "O", "C", "N", "C"],
  "xyz": [[0.2632, -2.0625, -1.1383], [-0.9191, 1.3858, -1.1950], [1.4200, -0.9387, -2.8043], [-0.1411, 0.0363, 3.2948], [-0.2663, 0.9050, 2.8059], [1.8897, 0.6886, -3.2944], [1.9982, -0.3735, 0.3021], [1.8405, 0.0026, -2.4506], [-2.8159, -0.0261, 2.1816], [-0.8098, -1.3737, 0.1489], [0.6373, -2.2988, 0.5771], [-0.0230, 1.7748, 3.2558], [0.9643, 0.6051, -1.3515], [-1.8766, -1.3982, 1.7938], [2.8496, -0.1841, -2.0856], [1.3951, 1.5713, -1.0644], [0.3415, 0.3198, 0.7148], [-0.9295, 0.9553, 1.6172], [-2.5477, -0.2519, 0.4588], [-0.8399, 0.0407, -2.1463], [0.9861, -0.2868, -0.0987], [-1.2178, 2.0005, 1.0776], [-2.1101, -0.3968, 1.4418], [-0.3593, 0.8945, -1.8850], [0.2708, -1.5892, -0.1560]],
  "atomic_forces_ev_per_a": [[0.108, -0.090, -0.016], [-0.027, -0.074, -0.031], [0.001, -0.088, -0.040], [-0.006, 0.091, -0.048], [0.205, -0.165, -0.043], [0.017, -0.020, -0.058], [0.035, 0.085, -0.064], [-0.174, 0.256, 0.078], [-0.208, 0.274, -0.029], [1.695, -0.800, -0.996], [0.188, -0.184, 0.061], [0.142, -0.130, -0.162], [0.394, -0.289, -0.037], [0.424, 0.011, -0.515], [0.047, -0.040, 0.007], [-0.003, -0.096, 0.001], [2.419, -1.362, -2.040], [-4.123, -1.308, 1.671], [0.144, -0.470, -0.045], [-0.029, 0.023, 0.027], [-1.141, 2.188, 1.714], [0.614, -0.385, -0.525], [1.476, 2.887, 0.983], [-0.065, -0.006, 0.022], [-2.131, -0.309, 0.083]],
  "nbo_charge": [0.21, 0.38, 0.19, 0.40, -0.85, 0.22, 0.20, -0.61, 0.22, 0.22, 0.21, 0.41, -0.05, 0.22, 0.20, 0.19, 0.19, 0.67, 0.23, 0.34, -0.37, -0.63, -0.71, -0.84, -0.64]
}

***

{
  "formula": "ClH26O17",
  "method": "the ωB97M-V functional and the def2-TZVPD basis",
  "homo_lumo_gap_ha": 0.3568,
  "de_lowest_ev": 1.446,
  "charge": -1,
  "energy_ev": -47747.234,
  "lumo_energy_ha": 0.0880,
  "elements": ["H", "H", "H", "H", "H", "O", "Cl", "H", "O", "O", "O", "O", "H", "H", "O", "H", "O", "H", "O", "O", "H", "H", "H", "O", "O", "H", "H", "H", "O", "O", "H", "O", "O", "H", "H", "H", "H", "H", "H", "O", "H", "O", "H", "H"],
  "xyz": [[-0.1307, 2.5803, 0.7981], [0.5893, -1.5347, 2.4291], [3.4033, 0.4563, 2.7261], [-1.4547, -0.7187, -1.9129], [1.5743, -2.5697, -2.7139], [0.6853, 0.9393, 3.9021], [0.2393, 0.1273, 0.0041], [-0.6687, 1.4503, -2.6999], [-3.3177, 0.7933, -2.0799], [1.4573, -0.5047, -0.6339], [-0.6077, 1.5113, -3.6349], [2.1683, -2.7727, -2.0099], [-2.4397, 1.0463, 1.2471], [0.5353, -3.2837, -0.2719], [3.3093, 1.4353, 0.0241], [-3.7277, 1.6043, -1.7819], [-2.8377, 1.6183, 0.5921], [2.8063, 0.7153, -0.3849], [-0.4777, -0.9637, 0.7721], [2.5983, 0.8263, -2.9299], [1.9633, 0.2613, -2.5919], [-1.3617, 0.9843, -3.8609], [-0.5037, -2.2997, 3.0971], [-1.9687, 0.2843, 2.7381], [-0.2857, -3.6057, -0.6999], [-0.2007, 0.7583, 3.6371], [2.3373, 1.7353, -2.6899], [-4.0657, 0.2103, -1.9609], [2.8093, -0.2267, 2.3481], [-1.5517, -1.5967, -2.2829], [3.2343, -0.6287, 1.6211], [0.4383, -2.1577, 3.0911], [-0.6937, 3.3983, 0.6891], [-1.8037, -0.4597, 2.2231], [-2.5347, 1.2893, -0.2409], [-1.5557, 3.0383, 0.8851], [-0.0387, -3.8267, -1.5809], [-1.0977, -2.1817, -1.6709], [2.7733, 1.7673, 0.7141], [0.6053, 1.2373, 0.9551], [1.2713, 0.7603, 3.1861], [-0.7077, 0.6303, -1.0549], [-2.6687, -0.0177, 3.3561], [1.9033, -2.1117, -1.3469]],
  "atomic_forces_ev_per_a": [[-0.912, 1.814, -0.267], [0.420, 1.676, -1.648], [-0.336, -0.834, -0.652], [-0.056, 0.118, 0.040], [-0.569, 0.221, -1.080], [0.534, 0.821, 1.819], [-1.278, -0.710, 0.684], [0.366, 0.265, 1.429], [-0.297, 0.160, -0.212], [-2.302, 1.472, 1.290], [0.347, 0.436, -1.145], [0.427, -0.131, 0.972], [0.001, -0.056, 0.579], [-0.741, -0.385, -0.438], [1.433, -0.300, -1.221], [0.199, 0.801, 0.022], [-1.012, 0.718, 0.355], [0.215, 0.384, 0.101], [1.520, 2.237, -1.647], [2.170, 2.339, -1.122], [-2.122, -1.527, 1.000], [-0.703, -0.505, -0.649], [-0.332, -0.093, -0.068], [-1.383, 1.372, 2.575], [0.002, 0.439, 1.526], [-0.866, -0.234, -0.669], [0.047, -0.788, -0.113], [-0.002, -0.872, -0.083], [-0.471, 1.035, 2.061], [-0.327, -0.477, -0.782], [0.971, -0.319, -1.293], [0.041, -1.959, 2.003], [1.142, -0.284, 0.133], [0.936, -2.245, -1.692], [0.378, -0.373, -0.898], [-0.703, -0.050, -0.062], [0.645, -0.463, -0.962], [-0.050, -0.143, 0.457], [-1.012, 0.387, 0.995], [-0.030, -3.337, -2.189], [0.277, -0.471, -0.955], [2.525, -0.526, 2.502], [0.565, 0.547, -0.457], [0.342, -0.160, -0.237]],
  "nbo_charge": [0.47, 0.48, 0.48, 0.48, 0.47, -0.97, 2.42, 0.48, -0.94, -0.86, -0.95, -0.96, 0.48, 0.49, -0.97, 0.47, -0.99, 0.48, -0.85, -0.94, 0.47, 0.47, 0.45, -0.94, -0.94, 0.48, 0.48, 0.47, -0.96, -1.00, 0.49, -0.93, -1.00, 0.49, 0.49, 0.48, 0.47, 0.48, 0.47, -0.79, 0.48, -0.83, 0.48, 0.48]
}